1.
{
  "formula": "C33H39IN5ORuSeTe",
  "method": "the ωB97M-V functional and the def2-TZVPD basis",
  "species": ["Ru", "N", "C", "C", "N", "H", "H", "H", "H", "H", "H", "H", "H", "Se", "C", "N", "I", "C", "C", "C", "C", "N", "C", "H", "H", "H", "H", "C", "C", "C", "C", "C", "C", "Te", "N", "C", "O", "C", "C", "C", "C", "C", "C", "C", "C", "C", "C", "C", "C", "C", "C", "C", "C", "C", "C", "H", "H", "H", "H", "H", "H", "H", "H", "H", "H", "H", "H", "H", "H", "H", "H", "H", "H", "H", "H", "H", "H", "H", "H", "H", "H", "H"],
  "xyz": [[9.853567, 16.076899, 13.495051], [11.201790, 17.197543, 14.810189], [10.642017, 17.110932, 16.181031], [10.106112, 15.692243, 16.516233], [8.954705, 15.584254, 15.625909], [12.130299, 16.665719, 14.706896], [11.428185, 18.155638, 14.431877], [9.881817, 17.842041, 16.237048], [11.357276, 17.438209, 16.922870], [9.930440, 15.639666, 17.605003], [10.842356, 14.959963, 16.276735], [8.311956, 16.357667, 15.827296], [8.412421, 14.743051, 15.701194], [6.518057, 14.442577, 10.416589], [7.784452, 14.892039, 11.552982], [8.611033, 15.189811, 12.365476], [9.565220, 22.121834, 12.555197], [8.517939, 20.374259, 12.927528], [7.104818, 20.448305, 13.016152], [6.364986, 19.252465, 13.180933], [7.111586, 18.083438, 13.308979], [8.439888, 18.016170, 13.250394], [9.159502, 19.162328, 13.041714], [6.669449, 21.401008, 12.930874], [5.256692, 19.269204, 13.272228], [6.627617, 17.164648, 13.549635], [10.258898, 19.213224, 13.150509], [18.892950, 5.068330, 7.729312], [18.029735, 5.906975, 8.523200], [17.096131, 6.866948, 8.074813], [16.345248, 7.689985, 8.902965], [15.445036, 8.700853, 8.374231], [16.572482, 7.635951, 10.254076], [15.461186, 8.615769, 11.672654], [11.053511, 14.779633, 13.362588], [11.959154, 13.929465, 13.966732], [12.856388, 14.368224, 14.696425], [11.854255, 12.434726, 13.726302], [10.861223, 11.930351, 12.877253], [10.745848, 10.520342, 12.640385], [11.548441, 9.665096, 13.350779], [12.524396, 10.172882, 14.286243], [12.666542, 11.552656, 14.414922], [13.740019, 9.619773, 10.864906], [12.686624, 8.836792, 10.461543], [12.592177, 7.349719, 10.662199], [11.588128, 9.424738, 9.852070], [11.549357, 10.814472, 9.656848], [10.375092, 11.428741, 8.966694], [12.615932, 11.562677, 10.112022], [13.739979, 10.969453, 10.680319], [14.875343, 11.808344, 11.036537], [17.463519, 6.694729, 10.816295], [17.669848, 6.620735, 12.329506], [18.238777, 5.962491, 9.958197], [19.000589, 3.993437, 8.108729], [19.911426, 5.420164, 7.769127], [18.535913, 4.998770, 6.688626], [16.972079, 6.822999, 6.998809], [15.691076, 8.836303, 7.317495], [15.332610, 9.679141, 8.916442], [14.423742, 8.264753, 8.352204], [10.340137, 12.621188, 12.257120], [9.980309, 10.214808, 11.983916], [11.477094, 8.568888, 13.217665], [13.089840, 9.461250, 14.874730], [13.419755, 11.934721, 15.107083], [12.059028, 6.859943, 9.863315], [11.972044, 7.104905, 11.521175], [13.572740, 6.854512, 10.915338], [10.717804, 8.901194, 9.368968], [10.605452, 11.613510, 7.865636], [10.141962, 12.381174, 9.291793], [9.612079, 10.717965, 9.034187], [12.565602, 12.655548, 10.212228], [14.966946, 12.802093, 10.695885], [15.843321, 11.236168, 10.793684], [14.777080, 11.796026, 12.130729], [16.753489, 6.060327, 12.780972], [17.698203, 7.618666, 12.748341], [18.586568, 6.152486, 12.653760], [18.957530, 5.229519, 10.283972]],
  "forces_ev_per_angstrom": [[-0.9, 2.0, 0.1], [1.9, -0.7, -1.6], [1.4, -0.5, 0.5], [0.2, 2.0, 0.0], [-0.7, 0.4, 0.1], [-1.6, 0.7, 0.6], [-0.6, -1.2, 1.2], [-1.3, 0.6, 0.1], [0.5, -0.1, 0.1], [-0.4, 0.0, -0.5], [0.5, -0.6, -0.3], [0.1, -0.4, 0.0], [0.0, -0.6, 0.1], [0.7, 0.2, 0.5], [0.3, 0.0, 0.6], [-1.6, -0.5, -1.7], [0.2, 0.0, 0.1], [-1.2, 0.3, -0.2], [0.8, -2.3, -0.1], [0.6, 1.4, 0.1], [-0.1, 0.2, 0.1], [1.9, 0.4, 0.2], [-0.6, -0.1, 0.8], [-0.8, 0.9, 0.0], [1.1, -0.1, -0.1], [-0.4, -0.6, -0.1], [-0.7, -0.7, -0.5], [0.1, -2.5, -1.2], [-1.2, 2.8, 3.7], [0.6, -1.7, -1.0], [1.2, 0.2, -0.4], [-1.9, 0.7, -1.4], [-0.5, -0.7, 1.4], [-0.5, 0.6, 0.6], [1.1, -1.7, 0.4], [1.0, -0.2, 0.4], [-0.9, 0.1, -0.5], [-1.4, 0.5, -0.8], [1.3, -1.5, -0.1], [0.4, 2.4, 1.4], [1.2, -0.5, 1.2], [-1.5, 0.1, -1.5], [0.9, -0.9, 1.0], [1.0, -1.3, -0.2], [-1.5, -1.5, -0.4], [0.9, -0.5, 1.0], [-0.7, 1.0, -1.3], [0.3, -0.3, 0.0], [2.2, -0.8, -2.3], [0.0, 0.6, 0.8], [-0.9, 1.1, -1.4], [2.2, -2.1, 1.7], [1.4, 0.2, 0.8], [-1.9, -0.8, -0.1], [-0.4, -1.3, -1.6], [-0.5, 1.4, -0.3], [0.4, 0.4, -0.2], [0.4, 0.1, 0.3], [-0.4, 0.7, -0.1], [-0.1, 0.5, 0.2], [0.6, -1.1, -0.6], [0.3, 0.3, 0.0], [-0.8, 0.4, -0.2], [-0.6, -0.6, -0.7], [-0.1, 0.8, 0.1], [0.1, 0.2, 0.0], [-0.3, 0.0, -0.2], [0.3, -0.2, -0.6], [-0.1, 0.3, 0.4], [-0.9, 0.3, -0.7], [1.2, -0.1, 1.0], [-0.2, -0.6, 1.2], [-0.8, 1.8, 1.2], [-1.7, -0.6, -0.1], [0.0, -0.4, -0.7], [-0.3, 1.0, -0.6], [-1.1, 1.1, 0.3], [0.7, 0.6, 0.1], [1.7, 0.9, -0.5], [0.0, 0.2, 0.2], [0.1, -0.4, -0.2], [0.2, 0.1, 0.7]],
  "e_tot_ev": -127655.8375,
  "total_charge": 2,
  "spin_multiplicity": 6,
  "e_homo_ha": [-0.4782, -0.4761],
  "relative_energy_ev": 1.530,
  "s_squared": 8.8232
}

=====

2.
{
  "formula": "C6H9N",
  "method": "the ωB97M-V functional and the def2-TZVPD basis",
  "species": ["C", "C", "C", "C", "N", "C", "C", "H", "H", "H", "H", "H", "H", "H", "H", "H"],
  "xyz": [[1.678184, 0.069196, 0.486581], [0.568805, 0.713407, -0.376505], [-0.176724, 1.853744, 0.140935], [-1.386574, 1.388815, 0.558306], [-1.487201, 0.049160, 0.204907], [-0.354592, -0.304654, -0.454261], [-0.114482, -1.655627, -1.021035], [2.285563, -0.698787, -0.007892], [1.143281, -0.457286, 1.306845], [2.260306, 0.848029, 0.970822], [0.088794, 2.910374, 0.113324], [-2.217084, 1.872286, 1.048491], [-2.100590, -0.627158, 0.632600], [0.846409, -1.678534, -1.547068], [-0.895178, -1.816065, -1.769832], [-0.138918, -2.466903, -0.286220]],
  "forces_ev_per_angstrom": [[0.4, 0.3, -0.1], [-0.3, -0.2, 0.3], [-0.2, -0.1, 0.3], [-0.2, 0.1, -0.1], [-0.2, 0.0, -0.4], [-0.3, -0.2, 0.1], [-0.1, -0.2, 0.0], [0.1, 0.5, 0.0], [0.5, 0.3, -0.1], [0.5, -0.1, -0.2], [0.3, -0.5, 0.5], [0.0, 0.1, -0.2], [-0.3, 0.2, -0.4], [-0.2, 0.0, 0.2], [0.1, -0.3, 0.0], [-0.1, 0.0, 0.0]],
  "e_tot_ev": -7855.9768,
  "e_homo_ha": -0.2768,
  "relative_energy_ev": 2.183
}

=====

3.
{
  "formula": "C36H59F6NO22Y",
  "method": "the ωB97M-V functional and the def2-TZVPD basis",
  "species": ["Y", "C", "O", "O", "C", "F", "F", "F", "C", "C", "H", "H", "H", "H", "H", "H", "C", "O", "O", "C", "F", "F", "F", "C", "C", "H", "H", "H", "H", "H", "H", "O", "C", "O", "C", "C", "C", "H", "H", "H", "H", "H", "H", "H", "H", "O", "C", "O", "C", "C", "C", "H", "H", "H", "H", "H", "H", "H", "H", "O", "C", "O", "C", "C", "C", "H", "H", "H", "H", "H", "H", "H", "H", "C", "C", "C", "C", "N", "H", "H", "H", "H", "H", "H", "H", "C", "C", "O", "C", "O", "O", "H", "H", "H", "H", "C", "C", "O", "C", "O", "O", "H", "H", "H", "H", "C", "C", "O", "C", "O", "O", "H", "H", "H", "H", "C", "C", "O", "C", "O", "O", "H", "H", "H", "H"],
  "xyz": [[-19.595314, -8.796406, 20.627667], [-18.050377, -5.564054, 21.814625], [-18.214255, -4.649299, 20.642062], [-18.419565, -6.880557, 21.302442], [-16.639004, -5.249155, 22.524217], [-15.869787, -5.567693, 21.513785], [-16.393067, -3.935012, 22.748936], [-16.276406, -5.984813, 23.537325], [-18.617348, -3.223907, 20.743156], [-20.075420, -3.022328, 21.235355], [-20.347668, -3.722732, 22.024918], [-20.143972, -1.971594, 21.517070], [-20.790315, -3.224963, 20.437883], [-18.471166, -2.563187, 19.888642], [-17.886411, -2.731337, 21.384402], [-18.826797, -5.421322, 22.566212], [-18.666572, -10.675002, 23.428507], [-18.274770, -9.390159, 24.004419], [-18.858651, -10.448447, 22.062337], [-17.775781, -11.819918, 24.105388], [-17.622660, -12.732680, 23.126266], [-16.543493, -11.445382, 24.404793], [-18.355641, -12.365972, 25.257948], [-18.802789, -9.053121, 25.267326], [-18.903949, -7.540322, 25.223203], [-19.608642, -7.257864, 24.441078], [-19.353344, -7.171104, 26.145062], [-17.963015, -7.022526, 25.037117], [-18.127027, -9.414341, 26.042544], [-19.753836, -9.511162, 25.539011], [-19.714615, -10.848724, 23.672480], [-21.212326, -10.387895, 19.411723], [-21.823863, -11.448823, 19.267021], [-21.192626, -12.559349, 18.819739], [-19.890484, -12.581390, 18.297609], [-19.028656, -13.180044, 19.424317], [-23.251925, -11.593549, 19.378122], [-19.469275, -11.576614, 18.264238], [-19.853323, -13.262332, 17.447289], [-18.757048, -12.418549, 20.155382], [-18.201167, -13.736163, 18.983750], [-19.653830, -14.008347, 19.757738], [-23.646212, -10.740676, 19.930613], [-23.591730, -12.550562, 19.774061], [-23.668782, -11.378661, 18.394173], [-22.256850, -13.783646, 22.415253], [-22.001656, -14.789906, 21.782176], [-21.071608, -15.670871, 22.093071], [-20.063186, -15.402722, 23.079135], [-20.581671, -15.469811, 24.496504], [-22.906894, -15.336453, 20.690711], [-19.599311, -14.429264, 22.920063], [-19.382522, -16.253948, 23.064641], [-19.862108, -15.182223, 25.263080], [-20.812614, -16.514370, 24.705462], [-21.456399, -14.829488, 24.610250], [-22.821874, -14.734948, 19.785690], [-23.946864, -15.475440, 20.986064], [-22.699520, -16.384566, 20.474955], [-15.887308, -5.518584, 29.434123], [-16.678743, -5.681209, 30.364331], [-17.760768, -6.543228, 30.277145], [-17.975610, -7.181393, 29.035944], [-17.079740, -8.421495, 29.031583], [-16.593805, -5.016518, 31.701301], [-18.046398, -6.659926, 28.081395], [-19.019074, -7.467586, 29.167769], [-17.293111, -9.195355, 28.294216], [-16.931935, -8.937328, 29.980358], [-16.059560, -8.088722, 28.840302], [-17.176869, -4.105085, 31.833312], [-15.546679, -4.714123, 31.714951], [-16.638243, -5.627760, 32.602692], [-12.944096, -6.089326, 24.683742], [-14.006821, -5.316072, 25.502083], [-14.906612, -6.251073, 26.295089], [-14.126591, -7.205520, 27.126005], [-13.571551, -7.888387, 27.851570], [-12.421858, -6.916485, 25.164548], [-12.169363, -5.387834, 24.374214], [-13.374980, -6.459423, 23.753428], [-14.627993, -4.712571, 24.840247], [-13.490396, -4.555205, 26.087306], [-15.531774, -6.864009, 25.645789], [-15.572109, -5.670165, 26.933647], [-14.395586, -11.241960, 26.913548], [-13.771734, -12.192699, 27.948999], [-14.798072, -13.167801, 28.120669], [-15.994319, -12.602604, 27.651976], [-17.095444, -13.159272, 27.567526], [-15.787107, -11.426667, 27.138562], [-14.245836, -11.522966, 25.871086], [-14.216084, -10.188255, 27.127069], [-13.453344, -11.836230, 28.928613], [-12.871505, -12.609038, 27.496947], [-22.373808, -7.646613, 26.427527], [-22.328010, -6.207086, 26.660516], [-22.478202, -6.097717, 28.078752], [-23.021592, -7.184351, 28.564457], [-23.297977, -7.439826, 29.731848], [-23.262661, -7.960724, 27.497921], [-21.386666, -8.106845, 26.384606], [-22.846559, -7.865922, 25.470178], [-23.299194, -5.804619, 26.372557], [-21.519124, -5.652317, 26.185087], [-20.831317, -13.262931, 27.998649], [-21.078948, -12.304321, 26.836953], [-22.198063, -11.507152, 27.253894], [-22.811228, -12.090617, 28.323871], [-23.712645, -11.550878, 28.893633], [-22.090660, -13.224128, 28.629539], [-20.054327, -12.959123, 28.700128], [-20.464452, -14.229071, 27.652117], [-21.333528, -12.956328, 26.001383], [-20.223214, -11.727941, 26.485372], [-14.191483, -9.981034, 22.157470], [-14.877783, -8.714160, 22.462422], [-14.395028, -7.779159, 21.448320], [-13.783567, -8.508692, 20.505175], [-13.146492, -8.180564, 19.543652], [-13.707061, -9.780340, 20.871567], [-14.775951, -10.892421, 22.283440], [-13.312258, -10.118714, 22.786843], [-14.749103, -8.587638, 23.537382], [-15.834011, -8.981038, 22.012415]],
  "forces_ev_per_angstrom": [[1.9, 0.2, 2.2], [-3.3, -0.2, -0.7], [0.1, 0.3, 0.3], [0.9, 0.7, 0.5], [-1.4, -0.3, -4.3], [2.4, -0.3, -1.0], [-0.7, -0.5, 0.9], [-0.3, -0.3, 1.5], [0.0, -0.8, 2.1], [0.9, -0.4, -0.6], [0.2, 0.4, 0.3], [-0.4, -0.1, 0.3], [0.1, 0.1, -0.2], [0.0, -1.3, -1.1], [-0.3, -0.1, 0.8], [-0.2, 0.8, 0.1], [-2.1, 2.6, 0.2], [-0.3, -1.7, -0.7], [1.2, 0.1, -0.6], [-0.9, 0.4, -1.6], [-0.4, -1.0, 0.7], [0.2, 0.4, 0.6], [0.9, 0.9, -2.4], [0.9, 0.5, 0.2], [-0.7, 0.1, 0.5], [0.1, 0.0, -0.3], [0.2, 0.1, 0.3], [0.0, -0.3, 0.1], [0.3, 0.2, 0.3], [-0.4, -0.1, -0.6], [0.1, -0.6, 1.4], [0.2, 0.2, 0.5], [3.1, -0.5, -1.3], [-2.8, 0.9, 0.3], [2.2, 0.2, 2.1], [-0.5, -1.2, -1.1], [-1.7, 0.7, 0.4], [-0.5, 0.1, -1.4], [-0.3, 0.7, -0.3], [0.0, -0.5, 0.2], [0.5, 0.6, 0.1], [0.1, 0.1, 1.0], [0.1, -0.3, 0.5], [0.1, 0.2, -0.2], [0.1, -0.6, -0.3], [0.8, -0.1, -0.7], [-2.0, 0.1, 1.1], [1.0, -0.6, -0.3], [0.2, 0.2, 1.2], [-0.9, -0.1, 0.3], [0.1, -0.8, -0.2], [0.1, -0.2, -0.5], [0.3, 0.4, -1.0], [0.4, 0.2, -0.4], [-0.4, 0.1, 0.2], [-0.1, -0.2, 0.1], [-0.1, -0.1, 0.0], [-0.1, 1.0, 0.4], [0.8, 0.2, -0.3], [-1.7, -0.1, 1.8], [-0.3, -1.0, -1.7], [1.5, 2.6, 0.1], [-1.4, -2.7, 0.6], [1.2, 0.1, -0.6], [1.8, 0.4, 0.4], [1.1, 0.9, 0.4], [-0.2, -0.4, -0.1], [-0.3, 0.2, -0.2], [-0.9, 0.2, 0.3], [0.1, 0.1, -0.3], [-0.3, -0.3, -0.3], [0.1, 0.5, 0.0], [-0.8, -0.4, -0.4], [-0.2, 0.8, -0.7], [0.9, -0.3, -0.7], [0.3, -0.2, 0.5], [-1.1, 1.4, -0.4], [0.6, -0.8, 0.4], [-0.3, 0.1, 0.4], [0.1, 0.0, 0.0], [-0.1, -0.2, 0.0], [0.0, -0.2, -0.2], [-0.1, -0.4, 0.6], [0.0, 0.1, -0.2], [0.0, -0.2, 0.3], [-0.1, 0.8, 1.1], [0.6, -0.1, -0.9], [-1.7, 0.4, -0.5], [-2.2, -3.2, -0.4], [3.1, 1.0, 1.2], [-0.2, 1.1, -0.1], [0.6, 0.0, 0.1], [0.4, -0.1, -0.3], [-0.4, 0.6, -0.1], [-0.2, -0.6, 0.1], [-0.6, -0.2, -0.7], [-1.4, 1.8, -0.3], [2.4, 2.3, 1.1], [-0.9, -1.3, 2.2], [0.6, 0.9, -3.1], [-0.2, -3.1, -0.1], [-0.1, -0.5, 0.9], [-0.2, -0.2, 0.2], [0.2, 0.3, -0.9], [0.1, 0.1, 0.7], [0.9, 1.2, -0.2], [0.2, -0.8, -0.5], [0.5, -0.1, -0.4], [1.3, 1.0, -0.2], [0.6, -1.6, -0.3], [-1.7, -0.5, 1.1], [-0.1, 0.5, 0.1], [-0.9, -0.3, 0.0], [-0.6, 0.3, -0.3], [-0.2, 0.3, 0.6], [2.2, -1.0, 1.0], [-1.7, -1.1, -1.7], [0.5, 0.3, 1.0], [2.4, 0.0, -0.4], [-1.3, 1.2, 0.1], [-0.5, -2.0, -0.9], [-0.3, 0.2, -0.4], [0.3, -0.1, 0.2], [-0.5, 1.4, -0.4], [-1.1, 0.9, 1.5]],
  "e_tot_ev": -102166.9679,
  "spin_multiplicity": 2,
  "e_homo_ha": [-0.2418, -0.3505],
  "s_squared": 0.7506
}